one | ORCA calculation (ωB97M-V with the def2-TZVPD basis set) on a 2-piece molecular cluster, C2H3O3S2 overall.

**LUMO**: 3.53 eV
**HOMO-LUMO gap**: 6.406 eV
**Net charge**: -1
**HOMO**: -2.9 eV

Atoms and positions in Å:
C -2.0860 -0.5637 -0.0998
C -0.0604 0.5745 0.5843
O -2.1617 -0.1196 -1.1699
O -2.3525 -1.1280 0.8798
O -0.3277 1.7444 -0.0976
S 3.2635 -0.4262 -0.1322
S 0.8345 -0.6521 -0.0590
H -0.1458 0.7105 1.6525
H -0.2440 1.5491 -1.0421
H 3.2801 -1.6890 -0.5160

two | ORCA calculation (ωB97M-V with the def2-TZVPD basis set) on an isolated ion of composition C2H3O3S2 and charge -1.

**LUMO**: 3.47 eV
**SMILES string**: C=[S@](=O)([O-])OC=S
**HOMO-LUMO gap**: 7.703 eV
**Net charge**: -1
**HOMO**: -4.2 eV

Atoms and positions in Å:
C -0.8860 -0.4821 -0.8008
S 0.8170 -0.6300 -0.5123
O 1.7722 -0.0731 -1.5304
O 1.3327 -1.7551 0.3305
O 0.8904 0.7619 0.6165
C -0.2736 0.9615 1.2437
S -0.4858 2.2126 2.1699
H -0.7779 0.1765 -1.6655
H -1.3012 -1.4956 -1.0031
H -1.0878 0.3233 1.1515

Energies relative to the minimum, hartree: one 0.0000; two 0.0724